Entry 1:
{
  "formula": "C21H18IN3O4",
  "method": "ωB97M-V/def2-TZVPD",
  "lumo_energy_ha": -0.0495,
  "total_charge": 0,
  "e_homo_ev": -9.346,
  "symbols": ["C", "C", "C", "C", "O", "N", "O", "C", "O", "C", "I", "C", "C", "C", "C", "C", "O", "H", "H", "H", "H", "H", "H", "H", "H", "C", "C", "C", "N", "C", "C", "H", "H", "H", "H", "H", "C", "C", "C", "N", "C", "C", "H", "H", "H", "H", "H"],
  "coordinates": [[4.127, -0.118, 1.269], [3.115, 0.504, 1.430], [1.930, 1.298, 1.133], [2.007, 2.629, 1.148], [3.180, 3.273, 1.478], [2.936, 3.973, 2.739], [2.935, 3.230, 3.623], [0.774, 3.430, 0.787], [0.848, 4.609, 0.587], [-0.574, 2.718, 0.637], [-2.249, 3.986, 0.382], [-0.691, 1.386, 0.662], [-1.979, 0.573, 0.562], [-3.029, 0.861, 1.695], [-4.402, 1.240, 1.037], [0.612, 0.594, 0.803], [0.660, -0.592, 0.635], [5.027, -0.692, 1.039], [-2.395, 0.662, -0.454], [-1.669, -0.484, 0.657], [-2.655, 1.707, 2.296], [-3.136, 0.002, 2.374], [-4.876, 2.087, 1.562], [-4.298, 1.554, -0.011], [-5.043, 0.346, 1.089], [-8.209, -1.759, -2.484], [-8.608, -1.965, -1.174], [-7.698, -1.702, -0.162], [-6.456, -1.264, -0.375], [-6.092, -1.074, -1.644], [-6.924, -1.303, -2.729], [-8.890, -1.951, -3.304], [-9.603, -2.321, -0.941], [-7.967, -1.846, 0.879], [-5.077, -0.720, -1.787], [-6.575, -1.128, -3.737], [8.801, -2.766, -1.768], [8.090, -3.183, -0.656], [7.483, -2.220, 0.134], [7.546, -0.909, -0.111], [8.238, -0.530, -1.187], [8.878, -1.411, -2.044], [9.289, -3.487, -2.412], [8.007, -4.232, -0.406], [6.913, -2.501, 1.013], [8.275, 0.540, -1.361], [9.424, -1.045, -2.903]],
  "lowdin_charge": [0.169, -0.047, -0.071, -0.194, -0.025, 0.056, 0.137, -0.365, 0.075, -0.514, 1.038, -0.185, -0.166, -0.245, -0.158, -0.264, 0.138, 0.031, 0.115, 0.108, 0.068, 0.104, 0.060, 0.034, 0.046, -0.082, -0.074, -0.150, 0.052, -0.153, -0.073, 0.105, 0.101, 0.104, 0.100, 0.101, -0.081, -0.073, -0.162, 0.049, -0.151, -0.073, 0.106, 0.102, 0.099, 0.104, 0.102]
}

Entry 2:
{
  "formula": "C36H88N4",
  "method": "ωB97M-V/def2-TZVPD",
  "lumo_energy_ha": 0.0277,
  "total_charge": 0,
  "e_above_lowest_kcal_mol": 31.7,
  "e_homo_ev": -7.564,
  "symbols": ["C", "C", "N", "C", "C", "C", "C", "H", "H", "H", "H", "H", "H", "H", "H", "H", "H", "H", "H", "H", "H", "H", "C", "C", "N", "C", "C", "C", "C", "H", "H", "H", "H", "H", "H", "H", "H", "H", "H", "H", "H", "H", "H", "H", "C", "C", "N", "C", "C", "C", "C", "H", "H", "H", "H", "H", "H", "H", "H", "H", "H", "H", "H", "H", "H", "H", "C", "C", "N", "C", "C", "C", "C", "H", "H", "H", "H", "H", "H", "H", "H", "H", "H", "H", "H", "H", "H", "H", "C", "C", "C", "C", "C", "C", "H", "H", "H", "H", "H", "H", "H", "H", "H", "H", "H", "H", "H", "H", "C", "C", "C", "C", "C", "C", "H", "H", "H", "H", "H", "H", "H", "H", "H", "H", "H", "H", "H", "H"],
  "coordinates": [[1.704, 6.013, 1.142], [0.478, 6.091, 1.976], [-0.084, 4.720, 2.353], [0.844, 3.705, 2.891], [1.709, 4.042, 4.169], [-1.193, 4.906, 3.237], [-2.418, 5.731, 2.624], [1.292, 5.763, 0.054], [2.557, 5.490, 1.581], [2.244, 6.993, 1.012], [-0.331, 6.721, 1.454], [0.568, 6.693, 3.031], [1.664, 3.580, 2.061], [0.409, 2.773, 3.134], [2.178, 4.827, 3.929], [2.402, 3.160, 4.422], [1.191, 4.213, 5.081], [-0.893, 5.249, 4.259], [-1.488, 3.817, 3.559], [-3.214, 5.771, 3.419], [-2.724, 5.328, 1.640], [-2.014, 6.708, 2.394], [-5.746, 3.723, -4.604], [-4.642, 3.577, -3.559], [-4.978, 2.662, -2.373], [-5.537, 1.333, -2.705], [-4.392, 0.536, -3.325], [-3.993, 2.664, -1.261], [-4.149, 3.981, -0.606], [-5.546, 4.406, -5.520], [-6.715, 3.773, -4.184], [-5.773, 2.878, -5.217], [-4.233, 4.453, -3.231], [-3.719, 3.004, -4.109], [-6.282, 1.635, -3.459], [-5.868, 0.903, -1.856], [-4.909, -0.258, -3.877], [-3.672, 0.160, -2.674], [-3.972, 0.903, -4.167], [-2.925, 2.554, -1.854], [-4.411, 1.963, -0.599], [-3.587, 4.729, -1.037], [-3.765, 3.969, 0.385], [-5.163, 4.258, -0.316], [-0.367, 2.137, -0.427], [-0.692, 1.226, -1.624], [0.370, 0.237, -1.869], [-0.151, -0.923, -2.512], [-0.673, -0.670, -3.932], [1.614, 0.713, -2.330], [2.796, -0.062, -1.867], [0.487, 2.615, -0.692], [-0.188, 1.347, 0.481], [-1.086, 2.961, -0.230], [-0.560, 1.809, -2.509], [-1.652, 0.702, -1.458], [-1.056, -1.429, -1.948], [0.581, -1.919, -2.420], [-1.758, -0.127, -3.895], [-0.654, -1.510, -4.737], [-0.046, 0.113, -4.413], [1.719, 1.658, -1.997], [1.819, 0.817, -3.497], [2.686, -0.177, -0.770], [3.781, 0.202, -2.007], [2.887, -1.158, -2.206], [6.103, 2.674, 4.363], [6.120, 2.361, 2.865], [4.789, 1.780, 2.547], [4.117, 2.345, 1.307], [4.783, 1.985, -0.076], [4.790, 0.357, 2.650], [3.499, -0.387, 2.297], [5.855, 1.547, 4.790], [5.186, 3.419, 4.435], [6.973, 3.210, 4.870], [6.910, 1.629, 2.650], [6.314, 3.434, 2.297], [3.862, 3.386, 1.183], [3.144, 1.926, 1.222], [5.704, 2.331, 0.088], [4.357, 2.548, -1.140], [4.892, 0.954, -0.039], [5.016, -0.003, 3.733], [5.546, -0.014, 2.102], [3.493, -1.347, 2.830], [2.976, -0.523, 1.332], [2.653, 0.084, 3.098], [1.834, -12.118, -3.188], [2.348, -10.878, -2.338], [1.467, -9.625, -2.401], [0.373, -9.669, -1.391], [-0.402, -8.353, -1.052], [0.560, -7.320, -0.603], [1.923, -11.763, -4.331], [0.757, -12.443, -3.232], [2.748, -12.877, -3.137], [3.336, -10.522, -2.764], [2.553, -11.116, -1.260], [0.886, -9.741, -3.258], [2.289, -8.804, -2.281], [0.688, -9.987, -0.573], [-0.394, -10.151, -1.619], [-0.959, -8.632, -0.057], [-0.935, -8.291, -1.973], [0.041, -6.312, -0.126], [1.156, -6.948, -1.248], [0.999, -7.751, 0.191], [0.439, -2.745, 1.551], [-1.101, -2.548, 1.637], [-1.500, -1.148, 1.394], [-3.013, -0.928, 1.518], [-3.470, 0.453, 1.437], [-3.252, 1.318, 2.754], [0.425, -3.791, 1.455], [1.037, -2.180, 2.297], [0.896, -2.477, 0.511], [-1.545, -2.802, 2.601], [-1.710, -3.248, 1.014], [-1.015, -0.983, 0.348], [-1.146, -0.719, 2.258], [-3.471, -1.486, 2.362], [-3.478, -1.576, 0.916], [-4.650, 0.415, 1.246], [-2.865, 0.900, 0.697], [-2.254, 1.288, 2.929], [-3.813, 0.939, 3.479], [-3.627, 2.259, 2.419]],
  "lowdin_charge": [-0.128, -0.267, -0.193, -0.224, -0.059, -0.292, -0.061, 0.126, 0.048, 0.081, 0.113, 0.154, 0.105, 0.080, -0.031, 0.103, 0.054, 0.105, 0.124, 0.086, 0.050, 0.032, -0.104, -0.203, -0.215, -0.187, -0.085, -0.232, -0.103, 0.112, 0.059, 0.029, 0.057, 0.140, 0.108, 0.072, 0.085, 0.035, 0.017, 0.156, 0.075, 0.048, 0.027, 0.099, -0.066, -0.258, -0.206, -0.307, -0.112, -0.292, -0.102, 0.006, 0.129, 0.073, 0.105, 0.095, 0.122, 0.154, 0.093, 0.095, 0.051, 0.061, 0.153, 0.060, 0.023, 0.100, -0.127, -0.295, -0.173, -0.217, -0.076, -0.304, -0.095, 0.108, 0.091, 0.074, 0.099, 0.164, 0.084, 0.061, -0.007, 0.166, 0.025, 0.137, 0.061, 0.053, 0.045, 0.139, -0.127, -0.284, -0.210, -0.233, -0.211, -0.117, 0.091, 0.067, 0.094, 0.106, 0.109, 0.088, 0.150, 0.034, 0.039, 0.150, 0.098, 0.132, -0.011, 0.039, -0.083, -0.303, -0.230, -0.257, -0.240, -0.039, 0.029, 0.070, 0.096, 0.107, 0.121, 0.133, 0.084, 0.134, 0.062, 0.155, 0.058, 0.027, 0.026, 0.059]
}

Entry 3:
{
  "formula": "C18H20BrClIN4O4",
  "method": "ωB97M-V/def2-TZVPD",
  "lumo_energy_ha": -0.1395,
  "total_charge": 1,
  "e_homo_ev": -12.571,
  "symbols": ["N", "C", "C", "C", "C", "N", "C", "C", "O", "C", "Cl", "I", "C", "Br", "N", "C", "C", "C", "C", "C", "N", "C", "H", "H", "H", "H", "H", "H", "H", "H", "H", "H", "H", "H", "H", "H", "C", "C", "C", "O", "C", "O", "O", "H", "H", "H", "H", "H", "H"],
  "coordinates": [[-1.535, 2.300, 2.653], [-1.236, 1.455, 1.534], [-0.297, 0.350, 1.995], [1.058, 0.632, 2.104], [1.922, -0.365, 2.523], [1.565, -1.614, 2.821], [0.263, -1.859, 2.724], [-0.695, -0.934, 2.337], [-0.547, 2.287, 0.565], [-0.466, 1.918, -0.752], [1.262, 2.055, -1.215], [-1.499, 3.380, -1.980], [-1.058, 0.510, -1.144], [0.202, -0.966, -1.279], [-2.149, 0.025, -0.219], [-2.536, 0.973, 0.871], [-3.628, 0.383, 1.741], [-4.073, -0.933, 1.568], [-5.093, -1.388, 2.391], [-5.652, -0.548, 3.344], [-5.266, 0.718, 3.487], [-4.289, 1.151, 2.704], [-0.729, 2.346, 3.263], [-1.676, 3.248, 2.310], [1.445, 1.605, 1.854], [2.972, -0.131, 2.615], [-0.059, -2.860, 2.974], [-1.732, -1.223, 2.338], [-1.482, 0.609, -2.129], [-1.879, -0.896, 0.138], [-2.983, -0.121, -0.793], [-2.958, 1.840, 0.361], [-3.654, -1.601, 0.831], [-5.457, -2.399, 2.294], [-6.432, -0.908, 3.994], [-3.992, 2.177, 2.832], [3.383, -0.956, -3.045], [4.815, -1.069, -3.504], [5.373, 0.141, -4.221], [6.374, -0.446, -5.058], [5.999, -1.727, -5.316], [6.507, -2.435, -6.114], [4.949, -2.074, -4.520], [2.745, -0.582, -3.848], [3.004, -1.936, -2.753], [3.305, -0.281, -2.192], [5.461, -1.355, -2.669], [5.818, 0.878, -3.556], [4.629, 0.625, -4.859]],
  "lowdin_charge": [0.164, -0.428, -0.157, -0.014, -0.104, 0.101, -0.116, -0.021, -0.186, -1.237, 0.626, 0.974, -0.660, 0.853, 0.065, -0.140, -0.152, -0.041, -0.034, -0.104, 0.102, -0.081, 0.112, 0.123, 0.117, 0.118, 0.117, 0.098, 0.051, 0.099, 0.189, 0.150, 0.111, 0.114, 0.117, 0.111, -0.057, -0.333, -0.097, 0.067, -0.554, 0.187, 0.081, 0.090, 0.077, 0.061, 0.161, 0.139, 0.139]
}

Entry 4:
{
  "formula": "C2H9N4",
  "method": "ωB97M-V/def2-TZVPD",
  "lumo_energy_ha": -0.1302,
  "total_charge": 1,
  "e_above_lowest_kcal_mol": 83.5,
  "e_homo_ev": -13.743,
  "symbols": ["N", "N", "C", "C", "N", "N", "H", "H", "H", "H", "H", "H", "H", "H", "H"],
  "coordinates": [[-1.879, -0.712, -0.711], [-0.909, 0.340, -0.611], [-0.645, 0.962, 0.696], [0.375, 0.107, 0.089], [0.828, -1.189, 0.671], [1.480, 0.725, -0.755], [-2.416, -0.508, -1.438], [-2.497, -0.706, 0.138], [-1.160, 0.557, 1.541], [-0.575, 1.963, 0.664], [0.445, -2.032, 0.317], [0.806, -1.180, 1.647], [1.090, 1.652, -1.082], [1.698, 0.006, -1.515], [2.391, 1.024, -0.287]],
  "lowdin_charge": [0.083, -0.074, -0.022, -0.439, 0.142, 0.237, 0.022, 0.120, 0.128, 0.077, 0.077, 0.064, 0.183, 0.203, 0.199]
}